(1)
Below is a structure of composition C29H54N3O6RuS2Si4, with properties calculated with ωB97M-V/def2-TZVPD.

Values from the calculation:
HOMO energy (alpha / beta)   -6.339 / -6.652 eV
<S²>   0.75
Gap between HOMO and LUMO (alpha / beta)   5.87 / 6.18 eV
Energy relative to the best compared isomer or geometry (same formula, charge and spin)   370.1 kJ/mol
Multiplicity   2

Cartesian coordinates (Å):
Ru1 1.07 0.58 0.54
C1 -4.26 -0.26 -5.49
O1 -3.21 0.56 -5.95
C2 -2.19 0.85 -5.10
C3 -1.24 1.77 -5.55
C4 -0.22 2.18 -4.73
C5 -0.09 1.69 -3.42
C6 0.86 2.23 -2.46
C7 2.14 2.84 -2.96
O2 0.60 2.20 -1.24
C8 -0.99 0.68 -3.02
O3 -0.80 -0.01 -1.88
C9 -2.04 0.29 -3.84
H1 -4.95 -0.33 -6.32
H2 -4.76 0.19 -4.62
H3 -3.90 -1.26 -5.23
H4 -1.33 2.16 -6.55
H5 0.49 2.91 -5.09
H6 2.43 2.45 -3.93
H7 2.95 2.62 -2.25
H8 2.05 3.93 -3.02
H9 -2.70 -0.48 -3.46
C10 -0.40 -2.89 3.69
Si1 -1.71 -1.66 3.04
C11 -3.41 -2.18 3.78
C12 -1.26 0.13 3.54
Si2 -1.12 -0.02 -0.25
Si3 -1.48 -2.66 -0.76
C13 -1.21 -2.98 -2.64
C14 -3.25 -3.25 -0.33
C15 -0.26 -3.69 0.29
Si4 -3.23 1.23 -0.05
C16 -4.61 0.09 0.63
C17 -3.93 2.05 -1.65
C18 -3.16 2.69 1.21
H10 -0.34 -2.85 4.78
H11 0.57 -2.64 3.29
H12 -0.64 -3.91 3.41
H13 -3.36 -2.24 4.87
H14 -3.72 -3.15 3.42
H15 -4.20 -1.47 3.53
H16 -0.69 0.13 4.47
H17 -2.14 0.74 3.69
H18 -0.64 0.58 2.76
H19 -2.13 -2.87 -3.20
H20 -0.81 -3.97 -2.85
H21 -0.51 -2.25 -3.04
H22 -4.00 -2.87 -1.02
H23 -3.54 -2.95 0.67
H24 -3.31 -4.34 -0.38
H25 0.55 -3.08 0.67
H26 0.18 -4.49 -0.30
H27 -0.76 -4.14 1.13
H28 -4.61 -0.89 0.17
H29 -5.59 0.53 0.46
H30 -4.50 -0.04 1.70
H31 -4.37 1.31 -2.31
H32 -3.15 2.56 -2.21
H33 -4.70 2.79 -1.44
H34 -2.65 2.39 2.12
H35 -4.16 3.01 1.49
H36 -2.64 3.56 0.81
N1 0.22 2.97 1.43
H37 0.00 3.67 2.13
H38 -0.43 3.08 0.66
H39 1.15 3.18 1.05
S1 2.05 -0.47 2.74
C19 2.84 0.95 3.23
N2 4.13 0.89 3.56
C20 4.92 2.09 3.80
C21 4.18 3.30 3.26
C22 2.77 3.31 3.82
N3 2.12 2.05 3.50
H40 4.64 0.11 3.18
H41 5.86 1.97 3.27
H42 5.11 2.17 4.88
H43 4.14 3.21 2.18
H44 4.71 4.22 3.54
H45 2.19 4.13 3.40
H46 2.78 3.43 4.91
H47 1.19 2.07 3.07
C23 2.80 -4.53 -1.18
C24 3.02 -3.09 -0.82
C25 2.36 -2.06 -1.48
C26 2.59 -0.72 -1.16
C27 3.53 -0.42 -0.17
C28 4.20 -1.44 0.49
C29 3.94 -2.76 0.17
S2 4.05 1.27 0.13
O4 4.39 1.84 -1.15
O5 5.16 1.18 1.07
O6 2.89 1.97 0.75
H48 2.08 -4.63 -1.99
H49 2.45 -5.09 -0.32
H50 3.74 -4.98 -1.50
H51 1.66 -2.30 -2.26
H52 2.20 0.07 -1.80
H53 4.94 -1.17 1.23
H54 4.45 -3.56 0.70



(2)
Below is a structure of composition C29H54N3OP2Pd, with properties calculated with ωB97M-V/def2-TZVPD.

Values from the calculation:
HOMO energy (alpha / beta)   -16.901 / -18.075 eV
<S²>   6.05
Charge   +3
Gap between HOMO and LUMO (alpha / beta)   7.86 / 6.23 eV
Energy relative to the best compared isomer or geometry (same formula, charge and spin)   0.0 kJ/mol
Multiplicity   5

Cartesian coordinates (Å):
C1 -1.11 -2.35 -0.91
C2 1.13 -1.52 -0.96
C3 -0.77 -3.39 -1.78
C4 1.51 -2.62 -1.77
C5 0.56 -3.54 -2.18
H1 -1.58 -4.07 -2.09
H2 2.56 -2.72 -2.07
H3 0.86 -4.43 -2.75
N1 -0.15 -1.55 -0.42
P1 -2.96 -0.99 0.81
P2 2.74 0.94 0.20
C6 -2.59 -2.10 -0.64
H4 -3.01 -1.63 -1.55
H5 -3.14 -3.05 -0.54
C7 -0.19 1.69 1.91
O1 0.10 2.80 2.08
C8 2.07 -0.35 -0.97
H6 3.00 -0.68 -1.49
C9 4.18 1.78 -0.85
C10 3.55 0.56 1.92
C11 -4.12 0.40 0.34
C12 -3.78 -2.32 1.94
C13 3.72 3.26 -0.89
H7 3.85 3.75 0.08
H8 4.34 3.81 -1.62
H9 2.66 3.35 -1.18
C14 5.66 1.74 -0.39
H10 5.87 2.13 0.62
H11 6.10 0.73 -0.49
H12 6.23 2.40 -1.09
C15 4.24 1.20 -2.27
H13 4.55 2.00 -2.98
H14 4.99 0.38 -2.38
H15 3.25 0.80 -2.56
C16 4.04 1.90 2.53
H16 3.19 2.55 2.75
H17 4.56 1.71 3.48
H18 4.72 2.47 1.89
C17 2.48 -0.01 2.87
H19 1.61 0.65 2.89
H20 2.16 -1.02 2.56
H21 2.88 -0.09 3.90
C18 4.64 -0.50 1.74
H22 5.54 -0.10 1.25
H23 4.95 -0.90 2.75
H24 4.25 -1.37 1.15
C19 -4.05 -1.68 3.32
H25 -4.50 -2.45 3.97
H26 -3.14 -1.31 3.81
H27 -4.76 -0.84 3.25
C20 -2.83 -3.53 2.09
H28 -2.70 -4.07 1.15
H29 -1.83 -3.27 2.46
H30 -3.28 -4.23 2.81
C21 -5.10 -2.87 1.36
H31 -5.34 -3.79 1.92
H32 -5.94 -2.18 1.49
H33 -5.02 -3.14 0.30
C22 -3.86 0.78 -1.14
H34 -4.29 0.05 -1.83
H35 -4.35 1.75 -1.35
H36 -2.79 0.90 -1.33
C23 -3.77 1.60 1.25
H37 -2.67 1.79 1.29
H38 -4.25 2.50 0.84
H39 -4.13 1.44 2.29
C24 -5.63 0.10 0.50
H40 -5.95 -0.74 -0.12
H41 -5.92 -0.07 1.55
H42 -6.19 0.98 0.16
Pd1 -0.71 -0.03 1.03
N2 -0.10 1.08 -0.61
C25 0.76 1.01 -1.49
C26 0.51 1.65 -2.93
C27 1.57 1.43 -3.99
C28 -0.76 0.97 -3.46
C29 0.30 3.16 -2.66
H43 2.44 2.09 -3.85
H44 1.88 0.35 -4.03
H45 1.12 1.69 -4.98
H46 -1.62 1.22 -2.84
H47 -0.97 1.26 -4.51
H48 -0.61 -0.13 -3.43
H49 -0.40 3.59 -3.42
H50 -0.15 3.27 -1.65
H51 1.26 3.70 -2.68
N3 -0.46 -1.27 2.91
H52 0.03 -2.15 2.68
H53 -1.31 -1.53 3.42
H54 0.13 -0.79 3.60



(3)
Below is a structure of composition C29H54N3OP2Ti, with properties calculated with ωB97M-V/def2-TZVPD.

Values from the calculation:
HOMO energy (alpha / beta)   -8.968 / -9.071 eV
<S²>   2.01
Charge   +1
Gap between HOMO and LUMO (alpha / beta)   5.87 / 6.07 eV
Energy relative to the best compared isomer or geometry (same formula, charge and spin)   159.3 kJ/mol
Multiplicity   3

Cartesian coordinates (Å):
C1 -0.82 -2.46 -0.99
C2 1.43 -2.16 -0.33
C3 -0.49 -3.59 -1.74
C4 1.76 -3.40 -0.92
C5 0.80 -4.11 -1.62
H1 -1.26 -4.03 -2.37
H2 2.77 -3.78 -0.77
H3 1.03 -5.07 -2.07
N1 0.11 -1.81 -0.27
P1 -2.53 -0.86 0.54
P2 2.40 0.42 0.70
C6 -2.21 -1.85 -1.01
H4 -2.30 -1.18 -1.88
H5 -2.96 -2.63 -1.15
C7 0.21 1.73 1.73
O1 0.38 2.82 2.17
C8 2.40 -1.27 0.23
H6 3.38 -1.72 0.41
C9 3.43 1.11 -0.81
C10 3.53 0.58 2.26
C11 -3.78 0.53 0.11
C12 -3.32 -2.26 1.54
C13 2.96 2.56 -0.90
H7 3.17 3.12 0.02
H8 3.48 3.08 -1.72
H9 1.88 2.59 -1.08
C14 4.95 1.00 -0.66
H10 5.36 1.55 0.19
H11 5.27 -0.05 -0.61
H12 5.41 1.44 -1.57
C15 3.08 0.32 -2.07
H13 3.59 0.77 -2.94
H14 3.43 -0.72 -2.00
H15 2.00 0.32 -2.27
C16 3.91 2.06 2.39
H16 3.01 2.69 2.44
H17 4.48 2.20 3.32
H18 4.54 2.43 1.57
C17 2.75 0.21 3.54
H19 1.86 0.83 3.68
H20 2.49 -0.86 3.58
H21 3.42 0.40 4.39
C18 4.76 -0.34 2.22
H22 5.44 -0.15 1.39
H23 5.34 -0.16 3.14
H24 4.48 -1.40 2.21
C19 -3.63 -1.71 2.94
H25 -3.99 -2.54 3.56
H26 -2.75 -1.28 3.44
H27 -4.42 -0.95 2.93
C20 -2.32 -3.43 1.65
H28 -2.19 -3.95 0.70
H29 -1.33 -3.13 2.01
H30 -2.73 -4.15 2.37
C21 -4.60 -2.83 0.90
H31 -4.81 -3.79 1.39
H32 -5.47 -2.20 1.06
H33 -4.50 -3.03 -0.17
C22 -3.72 0.78 -1.40
H34 -4.14 -0.05 -1.98
H35 -4.32 1.68 -1.64
H36 -2.70 0.97 -1.73
C23 -3.32 1.79 0.85
H37 -2.32 2.12 0.54
H38 -4.03 2.60 0.63
H39 -3.31 1.64 1.94
C24 -5.23 0.23 0.49
H40 -5.65 -0.61 -0.09
H41 -5.37 0.04 1.56
H42 -5.84 1.11 0.24
Ti1 -0.07 -0.05 0.91
N2 -0.48 0.86 -0.87
C25 0.13 1.33 -1.77
C26 -0.06 2.30 -2.97
C27 1.01 2.04 -4.01
C28 -1.41 2.11 -3.65
C29 0.02 3.75 -2.51
H43 2.01 2.26 -3.64
H44 0.97 1.00 -4.36
H45 0.82 2.70 -4.87
H46 -2.23 2.47 -3.03
H47 -1.43 2.68 -4.60
H48 -1.58 1.05 -3.90
H49 -0.17 4.42 -3.36
H50 -0.72 3.96 -1.72
H51 1.01 3.99 -2.12
N3 -0.05 -1.13 2.81
H52 -0.96 -1.57 3.03
H53 0.18 -0.52 3.60
H54 0.66 -1.87 2.79



(4)
Below is a structure of composition C29H55F3HgNO15S6, with properties calculated with ωB97M-V/def2-TZVPD.

Values from the calculation:
HOMO energy   -11.576 eV
Charge   +1
Gap between HOMO and LUMO   4.81 eV

Cartesian coordinates (Å):
Hg1 1.19 -0.09 -3.97
C1 1.37 0.47 0.92
F1 1.40 1.79 0.75
F2 2.55 -0.04 0.73
F3 0.95 0.16 2.14
S1 0.10 -0.19 -0.43
O1 -1.12 0.59 -0.24
O2 0.78 0.11 -1.70
O3 0.04 -1.65 -0.18
C2 3.57 -2.63 -1.18
C3 4.01 -3.19 0.17
O4 5.11 -3.03 0.61
C4 3.08 -3.96 1.08
H1 2.76 -3.28 -1.52
H2 4.46 -2.63 -1.80
H3 3.27 -1.58 -1.20
H4 3.67 -4.58 1.76
H5 2.37 -4.55 0.49
H6 2.45 -3.27 1.65
C5 2.13 6.24 0.00
C6 0.73 5.86 0.37
O5 0.00 6.57 1.05
C7 0.19 4.61 -0.29
H7 2.20 7.24 -0.43
H8 2.52 5.59 -0.78
H9 2.66 6.16 0.94
H10 -0.75 4.33 0.20
H11 0.96 3.84 -0.22
H12 0.05 4.85 -1.34
C8 -3.83 -0.57 0.96
C9 -4.79 -1.67 0.61
N1 -5.48 -2.53 0.32
H13 -3.40 -0.57 1.95
H14 -4.33 0.37 0.74
H15 -3.04 -0.54 0.20
C10 6.40 1.21 -1.08
C11 5.63 2.56 -1.09
C12 4.23 2.23 -1.59
S2 4.46 1.05 -2.99
O6 4.93 1.78 -4.14
O7 3.35 0.12 -3.04
C13 5.94 0.29 -2.17
H16 6.23 0.72 -0.13
H17 7.45 1.40 -1.30
H18 6.08 3.22 -1.83
H19 5.58 3.04 -0.11
H20 3.57 3.06 -1.86
H21 3.76 1.79 -0.71
H22 6.75 0.01 -2.84
H23 5.52 -0.65 -1.79
C14 -0.25 2.73 4.47
C15 -0.64 3.45 3.23
C16 -1.76 2.71 2.51
S3 -2.90 2.28 3.85
O8 -3.34 0.90 3.73
O9 -3.86 3.39 4.01
C17 -1.61 2.41 5.17
H24 0.47 3.29 5.07
H25 0.27 1.81 4.19
H26 0.18 3.47 2.52
H27 -0.86 4.49 3.46
H28 -1.40 1.78 2.08
H29 -2.26 3.26 1.71
H30 -1.64 1.54 5.82
H31 -1.88 3.29 5.75
C18 -2.50 -4.34 -2.07
C19 -1.30 -4.85 -1.26
C20 0.04 -4.46 -1.90
S4 -0.44 -3.37 -3.32
O10 -0.57 -4.28 -4.45
O11 0.40 -2.16 -3.38
C21 -2.07 -3.01 -2.71
H32 -3.47 -4.31 -1.56
H33 -2.67 -5.09 -2.84
H34 -1.40 -5.93 -1.17
H35 -1.41 -4.47 -0.25
H36 0.72 -5.23 -2.26
H37 0.58 -3.88 -1.16
H38 -2.64 -2.55 -3.52
H39 -2.00 -2.28 -1.90
C22 -1.65 -3.24 2.63
C23 -1.03 -4.52 3.10
C24 -1.43 -4.74 4.55
S5 -1.87 -3.07 5.29
O12 -0.85 -2.62 6.24
O13 -3.27 -3.11 5.68
C25 -1.55 -2.16 3.75
H40 -2.69 -3.43 2.37
H41 -1.13 -2.87 1.74
H42 0.06 -4.48 3.15
H43 -1.32 -5.32 2.42
H44 -0.69 -5.24 5.16
H45 -2.32 -5.37 4.63
H46 -0.55 -1.72 3.72
H47 -2.36 -1.43 3.72
C26 -2.91 3.45 -3.77
C27 -4.03 2.72 -4.50
C28 -3.41 1.36 -4.87
S6 -2.39 0.85 -3.36
O14 -1.05 0.44 -3.84
O15 -3.14 0.05 -2.43
C29 -2.25 2.58 -2.75
H48 -3.34 4.30 -3.25
H49 -2.24 3.86 -4.54
H50 -4.54 3.22 -5.32
H51 -4.87 2.65 -3.81
H52 -2.66 1.40 -5.66
H53 -3.99 0.51 -5.24
H54 -1.21 2.76 -2.48
H55 -2.85 2.52 -1.84



(5)
Below is a structure of composition C29H56As3CoN3O2SeSi, with properties calculated with ωB97M-V/def2-TZVPD.

Values from the calculation:
HOMO energy (alpha / beta)   -7.586 / -7.680 eV
<S²>   3.76
Gap between HOMO and LUMO (alpha / beta)   7.64 / 7.73 eV
Energy relative to the best compared isomer or geometry (same formula, charge and spin)   287.6 kJ/mol
Multiplicity   4

Cartesian coordinates (Å):
Co1 -1.66 1.02 -1.87
C1 -1.01 -0.71 4.86
As1 -0.34 -1.10 2.97
C2 1.46 -0.33 3.37
C3 -0.09 -3.03 3.41
C4 0.60 -3.91 2.34
C5 -0.37 -4.00 1.19
C6 1.95 -3.42 1.93
As2 2.01 -2.15 0.41
C7 1.94 -3.37 -1.26
C8 3.89 -1.66 0.50
C9 0.83 -5.38 2.85
As3 1.52 -5.84 4.65
C10 2.84 -4.31 5.06
C11 -0.03 -5.24 5.74
H1 -1.95 -1.07 4.95
H2 -1.00 0.41 4.86
H3 -0.33 -1.12 5.64
H4 2.02 -0.95 3.98
H5 1.30 0.71 3.88
H6 1.89 -0.08 2.45
H7 -1.03 -3.42 3.61
H8 0.36 -2.94 4.37
H9 -0.62 -3.01 0.79
H10 -1.33 -4.43 1.40
H11 0.01 -4.57 0.42
H12 2.61 -4.30 1.63
H13 2.51 -2.91 2.73
H14 2.47 -4.25 -0.85
H15 2.60 -2.90 -1.94
H16 0.98 -3.60 -1.71
H17 4.52 -2.56 0.69
H18 3.96 -0.93 1.36
H19 4.27 -1.13 -0.31
H20 1.44 -5.80 2.03
H21 -0.13 -5.91 2.88
H22 3.73 -4.39 4.39
H23 3.14 -4.41 6.11
H24 2.34 -3.40 5.03
H25 -0.93 -5.63 5.19
H26 -0.16 -4.22 5.95
H27 0.06 -5.83 6.64
N1 -2.73 0.50 -0.13
C12 -3.71 -0.37 -0.71
C13 -3.16 -1.76 -1.08
C14 -1.95 -1.85 -2.03
O1 -1.58 -3.01 -2.22
O2 -1.42 -0.74 -2.48
H28 -2.13 0.05 0.51
H29 -3.04 1.42 0.04
H30 -4.06 0.04 -1.60
H31 -4.60 -0.49 -0.11
H32 -4.06 -2.40 -1.39
H33 -2.71 -2.22 -0.21
N2 -1.68 3.26 0.69
C15 -1.03 4.07 0.17
C16 -0.13 5.04 -0.43
C17 0.13 5.02 -1.85
C18 1.07 5.92 -2.39
C19 1.86 6.70 -1.55
C20 1.72 6.59 -0.20
C21 0.77 5.70 0.38
H34 -0.56 4.48 -2.51
H35 1.23 6.03 -3.46
H36 2.58 7.35 -2.04
H37 2.31 7.21 0.37
H38 0.65 5.56 1.46
C22 2.97 2.79 -3.09
C23 2.71 2.29 -1.70
C24 3.49 0.96 -1.43
C25 3.01 3.23 -0.58
C26 1.30 1.96 -1.61
N3 0.21 1.65 -1.44
H39 3.98 3.36 -3.10
H40 2.26 3.47 -3.46
H41 2.98 2.03 -3.81
H42 4.43 1.13 -1.62
H43 3.14 0.11 -1.95
H44 3.36 0.67 -0.33
H45 4.10 3.57 -0.65
H46 2.76 2.73 0.37
H47 2.54 4.13 -0.71
C27 -4.06 0.61 -5.48
Si1 -4.20 2.15 -4.46
C28 -5.57 1.82 -3.15
C29 -4.44 3.82 -5.40
Se1 -2.23 2.67 -3.44
H48 -5.03 0.18 -5.81
H49 -3.45 -0.15 -5.01
H50 -3.46 0.95 -6.33
H51 -5.18 0.95 -2.63
H52 -6.60 1.69 -3.55
H53 -5.53 2.66 -2.41
H54 -5.45 3.92 -5.73
H55 -3.80 3.89 -6.29
H56 -4.29 4.72 -4.76



no.,largest force on an atom (eV Å⁻¹)
1,2.83
2,6.32
3,5.22
4,4.65
5,6.01